The following is a DFT calculation (the ωB97M-V functional and the def2-TZVPD basis) of a 3-piece molecular cluster, C2H11NO2 overall at a distorted geometry.

Each line ends with the natural charge from an NBO analysis.
Element x y z (Å)
C  -1.0629  0.6853  -1.3668  -0.42
N  -0.9217  -0.1175  -2.6030  -0.62
C  -1.9790  0.1322  -3.5543  -0.41
H  -0.5664  0.1380  -0.5740  0.20
H  -2.1374  0.7902  -1.1626  0.19
H  -0.6653  1.7111  -1.5022  0.17
H  -0.0677  0.1758  -3.0640  0.34
H  -1.7649  -0.4541  -4.4520  0.20
H  -2.9500  -0.1680  -3.1638  0.19
H  -2.0481  1.1840  -3.8625  0.16
H  1.9926  -1.0604  2.7170  0.47
H  1.4946  0.2906  3.1844  0.48
O  1.2031  -0.6291  3.0643  -0.94
H  3.6946  -1.1986  5.9348  0.47
H  2.6247  -0.9698  4.8709  0.47
O  3.1538  -0.5099  5.5337  -0.95

Properties
SMILES   CNC.O.O
E_tot   -7836.86901 eV
Molar mass   81.12 g mol⁻¹
HOMO-LUMO gap   0.350 Eh
LUMO level   0.026 Ha
Relative energy (zero: lowest compared OMol25 entry of this formula, charge and spin)   102.0 kJ/mol
Net charge   0
2S+1   1